Entry 1:
112
Properties=species:S:1:pos:R:3:forces:R:3 method="wB97M-V/def2-TZVPD" mol_weight_g_mol=1047.5 total_charge=-1 de_lowest_kj_mol=62.9
Rb 0.24381 -1.86377 -0.54333 -0.531 0.333 -0.018
C -1.39326 2.13485 7.32130 0.015 -0.009 -0.018
C -1.17082 1.84232 5.86134 0.027 0.090 -0.006
C -1.24949 0.54456 5.37229 0.020 0.009 -0.017
C -1.01141 0.27392 4.03207 0.052 0.007 -0.016
C -0.71494 1.32418 3.17541 -0.105 -0.282 0.082
C -0.62514 2.62608 3.63849 0.062 0.107 -0.208
C -0.85341 2.87842 4.97922 -0.051 -0.080 0.083
S -0.31797 0.90273 1.47987 0.301 -0.286 0.008
O 0.56820 1.95994 0.93453 -0.005 0.390 -0.052
C -1.97049 1.04518 0.79722 -0.361 0.079 0.028
C -2.84401 0.01959 1.24105 0.057 -0.024 0.046
C -4.10651 -0.06739 0.75136 0.004 -0.082 0.046
C -4.56699 0.85477 -0.21866 0.110 0.207 -0.131
C -5.87625 0.78426 -0.74373 -0.055 0.013 -0.034
C -6.29478 1.65709 -1.70943 -0.049 -0.088 0.045
C -5.41410 2.63957 -2.19689 0.118 0.077 -0.007
C -4.13755 2.73168 -1.70922 -0.111 0.034 -0.058
C -3.68018 1.84842 -0.70371 -0.011 -0.224 0.127
C -2.34538 1.91360 -0.18871 0.024 -0.003 -0.026
C -1.41070 2.90067 -0.80597 0.198 -0.067 -0.084
C -1.37072 4.23218 -0.28967 0.103 0.088 -0.092
C -2.17057 4.62094 0.81110 -0.022 0.101 0.026
C -2.11163 5.89720 1.30234 -0.067 -0.141 0.009
C -1.25167 6.84603 0.71922 0.092 0.082 -0.064
C -0.46350 6.49752 -0.34239 -0.020 0.037 0.045
C -0.49931 5.18733 -0.87061 -0.174 -0.134 0.126
C 0.32610 4.79599 -1.95177 0.060 -0.028 -0.051
C 0.28333 3.52335 -2.42573 0.055 0.004 -0.058
C -0.60275 2.57440 -1.86612 -0.321 0.190 0.145
S -0.36379 0.88994 -2.44690 0.527 0.051 -0.240
O -1.44311 0.00818 -1.94516 -0.392 -0.126 0.200
C -0.68582 1.12404 -4.19072 0.154 0.124 0.039
C -1.97371 1.30876 -4.66565 -0.044 0.038 0.143
C -2.17566 1.42960 -6.02925 0.047 0.006 -0.067
C -1.10484 1.36079 -6.92186 -0.033 0.002 -0.008
C -1.32412 1.49404 -8.40592 0.001 -0.005 0.031
C 0.17611 1.15069 -6.42086 -0.003 0.007 0.042
C 0.39226 1.02362 -5.05561 0.007 -0.067 -0.008
H -1.60584 1.22099 7.87491 -0.001 0.008 0.005
H -2.23053 2.82139 7.46214 -0.001 -0.002 0.003
H -0.50942 2.59992 7.76258 -0.005 -0.003 0.007
H -1.46266 -0.27397 6.04950 -0.002 0.000 -0.001
H -1.01413 -0.74329 3.65218 0.037 -0.015 0.044
H -0.35389 3.41791 2.94822 0.002 -0.010 0.031
H -0.77751 3.89235 5.35706 0.005 0.006 -0.016
H -2.46733 -0.72093 1.93876 -0.046 0.001 -0.011
H -4.76862 -0.86045 1.07763 0.013 -0.002 0.010
H -6.54159 0.01510 -0.36889 -0.003 0.006 -0.006
H -7.30010 1.59099 -2.10617 0.000 -0.006 0.007
H -5.74741 3.32628 -2.96509 0.004 0.002 0.000
H -3.46648 3.48782 -2.09603 0.003 0.006 0.007
H -2.82647 3.89053 1.26754 -0.003 0.008 0.005
H -2.72755 6.17847 2.14731 0.001 -0.008 0.001
H -1.21298 7.85180 1.11888 0.007 -0.002 -0.009
H 0.20845 7.21941 -0.79191 -0.003 0.005 0.005
H 1.00753 5.52135 -2.38042 -0.003 -0.012 -0.014
H 0.93940 3.21392 -3.23136 -0.002 0.042 -0.005
H -2.80005 1.33996 -3.96322 -0.006 0.005 -0.045
H -3.17818 1.57569 -6.41458 -0.004 -0.003 0.011
H -2.38085 1.61809 -8.64039 0.004 -0.004 0.001
H -0.96039 0.61021 -8.93265 -0.006 0.004 -0.009
H -0.78553 2.35646 -8.80295 -0.003 -0.002 -0.004
H 1.01309 1.06673 -7.10481 -0.006 0.001 -0.003
H 1.37656 0.80587 -4.65401 -0.001 0.004 -0.020
O 2.20272 -1.56493 1.49339 -0.095 0.005 -0.069
C 2.06485 -2.36785 2.67922 -0.252 -0.171 -0.079
C 0.57230 -2.93425 2.72861 0.286 0.065 0.190
O 0.41183 -3.88359 3.49833 -0.019 0.015 0.018
O -0.26051 -2.30888 2.03632 -0.213 0.004 0.147
C 3.08394 -3.49209 2.56993 -0.061 -0.034 -0.057
C 2.79071 -4.59251 1.76589 0.039 0.009 -0.010
C 3.74664 -5.56359 1.52099 -0.027 0.011 -0.006
C 5.01219 -5.45565 2.08363 -0.009 0.034 0.012
C 5.31244 -4.36487 2.88493 0.049 -0.039 0.001
C 4.35441 -3.38763 3.12356 -0.042 0.015 0.036
C 2.21713 -1.52007 3.92337 0.153 0.147 0.132
C 2.16415 -2.12642 5.18140 -0.005 0.044 -0.023
C 2.27808 -1.36659 6.33406 0.009 -0.042 -0.043
C 2.45368 0.01123 6.25579 -0.016 0.025 -0.020
C 2.50454 0.61926 5.01298 -0.051 0.054 0.068
C 2.38149 -0.14024 3.85525 -0.020 -0.043 -0.052
H 3.05937 -1.12206 1.51943 0.089 -0.117 -0.024
H 1.80684 -4.69758 1.32412 0.002 -0.004 -0.004
H 3.49570 -6.40188 0.88325 -0.001 0.004 0.001
H 5.76116 -6.21487 1.89381 0.000 -0.001 0.002
H 6.29781 -4.26838 3.32522 0.000 -0.002 -0.001
H 4.59898 -2.53927 3.75265 -0.003 -0.005 -0.005
H 2.00612 -3.19587 5.22780 0.001 0.001 0.028
H 2.22950 -1.85138 7.30188 -0.004 -0.008 -0.005
H 2.54060 0.60315 7.15929 0.003 0.002 -0.007
H 2.61772 1.69407 4.93421 0.005 -0.007 0.001
H 2.38986 0.36457 2.89636 -0.010 -0.027 0.008
N 2.99066 -4.90419 -3.57562 0.012 -0.026 0.186
C 1.93253 -3.81489 -3.49565 0.056 -0.084 -0.095
C 1.57692 -3.33321 -4.89566 -0.017 -0.001 -0.026
P 2.93255 -2.42953 -2.68182 -0.332 0.001 0.216
O 3.20175 -2.96442 -1.17634 0.020 -0.091 -0.092
O 4.23336 -2.58820 -3.40004 0.129 0.001 -0.059
O 2.12226 -1.18010 -2.67676 0.010 -0.166 -0.032
P 0.53906 -4.67418 -2.61311 0.326 -0.129 -0.056
O -0.00052 -5.70201 -3.77681 -0.041 0.151 -0.032
O 1.25488 -5.50707 -1.60300 -0.012 0.037 0.048
O -0.54257 -3.70298 -2.31886 -0.160 -0.099 -0.077
H 3.89225 -4.39446 -3.68169 -0.006 -0.016 -0.011
H 2.81171 -5.57320 -4.32120 -0.043 0.038 -0.008
H 2.90746 -5.39032 -2.65998 0.055 0.022 -0.127
H 2.44798 -2.90157 -5.39345 -0.010 0.015 0.004
H 0.81657 -2.55767 -4.80700 0.003 0.008 0.000
H 1.17127 -4.14311 -5.50797 0.009 -0.020 0.032
H 2.57997 -2.73571 -0.46962 0.434 -0.016 -0.113
H -0.85505 -5.37288 -4.08430 0.100 -0.026 -0.001

---

Entry 2:
50
Properties=species:S:1:pos:R:3:forces:R:3 method="wB97M-V/def2-TZVPD" total_energy_ha=-6219.1707 mol_weight_g_mol=701.9 total_charge=-1
O 0.27924 -1.66754 0.67331 -3.045 1.016 0.440
C -0.99089 -1.74753 0.89626 1.443 -5.098 -0.755
O -1.57904 -3.00055 0.93390 0.982 6.039 0.192
C -1.77681 -0.37012 1.12397 -0.922 0.518 0.358
C -2.06303 0.46632 -0.21431 1.434 -2.241 -1.144
O -2.14375 1.90283 0.01693 -1.973 -0.829 1.819
S -3.27117 2.30502 1.18624 -1.427 6.522 1.705
O -2.64284 3.43196 1.99999 -0.588 -3.765 -2.079
O -4.57059 2.84575 0.65175 2.955 -2.621 0.088
C -3.66175 0.93844 2.37738 0.756 -1.263 0.858
C -3.15583 -0.52361 1.94052 0.045 -0.250 0.656
C -4.25474 -1.44054 1.21714 1.816 -1.623 -0.368
O -5.63692 -1.15027 1.59610 -1.257 0.963 -2.935
C -6.43337 -0.81215 0.49081 -1.329 0.549 0.947
F -7.76909 -0.61720 0.97668 3.167 -0.500 -1.145
F -6.06357 0.41578 -0.11808 -0.656 -3.181 1.093
F -6.52786 -1.82578 -0.49388 0.495 2.411 2.001
H -1.08909 0.29432 1.77430 -0.982 -1.096 -1.138
H -2.95265 0.06130 -0.83478 1.139 0.889 1.249
H -1.14147 0.30571 -0.89560 -1.423 0.560 1.154
H -3.09858 1.19669 3.35365 -0.695 -0.029 -1.890
H -4.77058 1.01432 2.62734 1.431 -0.017 -0.843
H -2.87693 -1.07171 2.92125 -0.566 0.908 -1.533
H -4.13731 -1.46649 0.07590 -0.224 0.256 1.732
H -4.04809 -2.52356 1.56372 -0.282 1.857 -0.683
C 3.10022 -0.68005 -1.04615 -0.236 -0.063 0.418
Cl 3.74208 -0.97794 -2.66820 0.140 -0.109 -0.108
Cl 2.30214 0.89323 -0.95178 -0.086 0.110 -0.002
H 2.37543 -1.45771 -0.80244 -0.088 0.192 -0.048
H 3.92224 -0.70464 -0.33047 -0.443 0.258 -0.457
C 4.01518 -0.42493 -6.49374 0.063 -0.204 0.186
Cl 4.57170 0.96954 -7.42799 0.123 0.007 0.000
Cl 2.26162 -0.61061 -6.60359 0.060 -0.074 0.055
H 4.49099 -1.32375 -6.88292 -0.128 0.181 -0.050
H 4.29078 -0.28383 -5.44958 -0.129 0.102 -0.165
C 4.95834 -3.76138 0.77470 -0.167 -0.412 0.131
Cl 5.52002 -2.13126 0.38002 0.688 -0.293 0.215
Cl 3.22615 -3.77020 1.12149 0.071 0.017 -0.049
H 5.15381 -4.41711 -0.07255 -0.062 0.218 0.049
H 5.49773 -4.11877 1.65066 -0.080 0.185 -0.101
C 2.88731 4.64941 -1.20841 -0.070 -0.247 -0.173
Cl 1.24352 4.53050 -0.57230 0.052 -0.099 -0.074
Cl 3.79162 5.94363 -0.41075 0.139 0.043 -0.039
H 3.40066 3.70367 -1.04018 -0.097 0.165 0.095
H 2.83915 4.85821 -2.27608 -0.030 0.076 0.205
C 2.62144 0.34244 2.77949 -0.071 -0.324 -0.294
Cl 0.97209 0.20369 3.38435 0.090 0.006 0.174
Cl 3.50552 1.63946 3.59614 0.154 0.058 -0.011
H 3.13999 -0.60028 2.94854 -0.111 0.159 0.083
H 2.57919 0.55684 1.71361 -0.075 0.075 0.184

---

Entry 3:
53
Properties=species:S:1:pos:R:3:forces:R:3 method="wB97M-V/def2-TZVPD" mol_weight_g_mol=643.5 total_charge=+1 de_lowest_kj_mol=0.0
Sn 0.02953 -0.42829 0.76222 -0.829 -0.075 -1.355
C 2.06018 1.09221 -1.65352 -0.443 -0.836 0.770
C 2.89053 1.69430 -0.48471 -0.199 -0.597 -1.198
O 2.59865 0.99168 0.71915 0.255 0.115 -0.049
C 2.91451 1.69697 1.93522 0.112 0.086 0.415
C 1.78790 2.63336 2.29947 -0.804 0.879 -0.513
O 0.60122 1.87872 2.57289 -0.034 0.007 -0.335
C -0.59243 2.56832 2.90743 -1.227 1.381 -0.137
C -1.66303 1.56490 3.41393 1.554 0.776 -0.413
O -1.99983 0.64570 2.37153 -0.396 0.070 0.293
C -3.19096 0.96941 1.67484 -1.824 -0.776 -0.071
C -3.05506 1.72547 0.36979 0.137 0.188 -1.364
O -1.72877 1.58561 -0.13781 0.287 0.050 -0.873
C -1.54421 1.86449 -1.58313 -1.326 -0.967 1.277
C -0.10602 2.21028 -1.73892 0.354 0.298 -0.057
O 0.63923 1.03783 -1.37893 0.509 0.275 0.019
H 2.31109 0.03039 -1.85603 0.162 0.598 0.307
H 2.21001 1.63827 -2.57784 0.227 0.273 -0.092
H 2.64937 2.76170 -0.42794 0.166 -0.072 0.284
H 3.95115 1.55033 -0.79211 -0.441 0.303 0.430
H 3.87855 2.29883 1.84256 -1.079 -0.959 0.138
H 2.95681 0.94693 2.77217 0.387 0.492 -1.027
H 1.62389 3.38695 1.49922 -0.185 -0.493 0.071
H 2.05375 3.23985 3.15346 0.207 0.022 0.606
H -1.09231 3.19010 2.07484 1.132 -1.121 0.460
H -0.42812 3.34850 3.68403 0.190 -0.620 -0.058
H -2.54748 2.14015 3.66838 -0.077 0.040 0.328
H -1.24083 1.07046 4.31156 -0.499 -0.245 -0.653
H -3.91382 1.55553 2.27760 0.571 -0.318 0.175
H -3.76398 0.04094 1.42159 0.972 0.328 0.496
H -3.35833 2.77947 0.44411 0.540 0.078 0.187
H -3.77821 1.30651 -0.35370 0.273 -0.097 0.236
H -2.19488 2.72399 -1.82928 0.317 -0.420 -0.169
H -1.81172 0.92358 -2.18896 0.284 1.400 0.923
H 0.20508 3.08148 -1.12361 -0.297 -0.482 -0.134
H 0.02358 2.49659 -2.79251 0.419 -0.314 0.069
Cl -0.29013 -6.57544 -3.07495 -0.169 0.005 -0.051
C -0.61413 -5.03118 -2.38031 -1.174 1.012 0.015
C -1.87362 -4.42018 -2.47993 0.480 -3.177 -0.330
C -2.16428 -3.22473 -1.85149 0.507 1.258 -0.270
I -4.09378 -2.53360 -2.22668 0.074 0.344 0.365
C -1.16390 -2.43488 -1.23120 -1.255 -0.612 -0.407
O -1.39015 -1.24605 -0.72906 0.383 0.469 0.928
C 0.12238 -3.01417 -1.13491 -0.239 -1.927 -0.154
N 1.02170 -2.32585 -0.39199 1.330 -0.697 -0.782
C 2.26949 -2.82177 -0.32271 -0.533 1.186 0.496
C 2.68060 -4.05532 -0.81516 -2.479 -0.267 -1.625
C 1.72741 -4.83446 -1.52140 0.430 1.093 1.515
C 0.39416 -4.35413 -1.69205 1.430 1.548 0.755
H -2.66319 -5.08438 -2.95079 0.872 1.323 0.482
H 2.96989 -2.13243 0.14546 0.081 -0.342 0.179
H 3.70179 -4.31581 -0.78280 0.863 -0.469 0.269
H 1.99072 -5.83718 -1.81703 0.005 -0.014 -0.373